Record 1
Entry from OMol25: a 2-piece molecular cluster, C24H24Br2F5I2N4O4S overall (wB97M-V/def2-TZVPD).

Each line ends with the Mulliken charge.
Cartesian coordinates (Å):
C 3.575 0.883 3.120  -1.50
C 2.187 0.868 2.448  0.02
C 2.005 -0.263 1.421  -0.09
I 2.659 -2.111 2.355  0.18
C 0.631 -0.464 0.831  0.75
C 0.341 -1.389 -0.148  0.60
C 1.188 -2.312 -0.929  -1.22
C 1.624 -1.598 -2.231  0.08
C 2.579 -2.463 -3.016  -0.15
O 2.125 -3.324 -3.710  -0.55
N 3.980 -2.309 -2.919  -0.26
C 4.491 -1.206 -2.160  0.36
C 4.401 0.102 -2.629  -0.13
C 4.938 1.153 -1.894  -0.65
C 5.597 0.916 -0.683  -0.56
C 5.690 -0.390 -0.209  -0.85
C 5.135 -1.436 -0.942  -0.33
N -1.021 -1.359 -0.365  0.62
C -1.695 -2.237 -1.267  -1.20
Br -1.930 -1.758 -3.068  0.02
C -2.152 -3.408 -0.834  0.79
C -2.885 -4.398 -1.665  -1.34
Br -1.890 -3.877 0.978  -0.06
C -1.550 -0.409 0.419  0.05
S -3.308 -0.087 0.494  1.16
O -3.627 0.550 1.733  -0.66
O -4.004 -1.294 0.210  -0.53
C -3.804 1.111 -0.861  0.71
F -3.018 0.913 -1.922  -0.20
F -5.055 0.820 -1.151  -0.23
C -3.695 2.596 -0.450  0.44
F -2.442 2.869 -0.100  -0.10
F -4.516 2.901 0.533  -0.19
F -4.005 3.327 -1.510  -0.26
N -0.566 0.172 1.114  0.06
C -0.737 1.300 2.018  -0.79
C -0.188 2.618 1.457  0.14
O -0.311 3.589 2.090  -0.44
I 0.784 2.660 -0.470  0.10
H 3.817 1.904 3.395  0.45
H 3.531 0.335 4.052  0.43
H 4.348 0.492 2.474  0.25
H 1.484 0.693 3.255  0.35
H 2.061 1.846 2.004  -0.03
H 2.683 -0.078 0.590  -0.20
H 0.658 -3.224 -1.179  0.42
H 2.083 -2.610 -0.399  0.48
H 2.007 -0.616 -1.970  0.23
H 0.766 -1.441 -2.871  0.23
H 4.390 -3.153 -2.536  0.37
H 3.929 0.312 -3.578  0.49
H 4.880 2.174 -2.235  0.47
H 6.044 1.725 -0.129  0.46
H 6.199 -0.625 0.713  0.47
H 5.235 -2.443 -0.559  0.37
H -2.319 -4.706 -2.537  0.38
H -3.150 -5.253 -1.057  0.39
H -3.824 -3.950 -1.986  0.38
H -0.268 1.073 2.962  0.36
H -1.783 1.484 2.228  0.48
C -6.962 3.885 2.158  -0.49
C -8.209 4.622 2.317  0.11
N -9.187 5.201 2.442  -0.32
H -6.185 4.338 2.770  0.28
H -7.103 2.851 2.469  0.28
H -6.656 3.907 1.116  0.14

## Properties
charge = +1
molecular weight = 973.2 g/mol
E_LUMO = -4.5 eV
highest occupied orbital energy = -11.605 eV
F_max = 2.08 eV/Å
spin multiplicity = 1
relative energy (zero: lowest compared OMol25 entry of this formula, charge and spin) = 0.0 kJ/mol

=====

Record 2
Entry from OMol25: a 2-piece molecular cluster, H12N6Si2 overall (wB97M-V/def2-TZVPD).

Each line ends with the Mulliken charge.
Cartesian coordinates (Å):
N -2.252 2.305 0.995  -0.35
N -2.177 1.582 -1.678  -0.48
N -3.272 -0.121 0.245  -0.56
N 3.207 -0.037 -0.782  -0.57
N 2.305 -1.294 1.741  -0.54
N 2.081 -2.717 -0.462  -0.55
Si -2.012 0.997 -0.013  0.02
Si 2.038 -1.028 0.067  0.08
H -1.703 3.185 0.901  0.21
H -3.101 2.430 1.646  0.23
H -2.029 0.880 -2.452  0.21
H -1.785 2.415 -1.990  0.22
H -3.495 -0.110 1.240  0.27
H -2.868 -1.010 0.129  0.26
H 2.889 -0.047 -1.832  0.23
H 4.143 -0.262 -0.871  0.27
H 2.171 -0.428 2.374  0.27
H 3.325 -1.603 1.895  0.25
H 1.590 -2.801 -1.287  0.24
H 1.609 -3.114 0.343  0.29

## Properties
molecular weight = 152.3 g/mol
E_LUMO (alpha / beta) = -0.2 / 0.0 eV
highest occupied orbital energy (alpha / beta) = -6.508 / -7.056 eV
F_max = 4.44 eV/Å
spin multiplicity = 1
relative energy (zero: lowest compared OMol25 entry of this formula, charge and spin) = 211.2 kJ/mol

=====

Record 3
Entry from OMol25: C3H6N2OS as an isolated structure (wB97M-V/def2-TZVPD).

Each line ends with the Mulliken charge.
Cartesian coordinates (Å):
C 0.606 -1.519 -0.464  -0.61
C -1.601 0.042 0.986  0.01
C 0.882 1.092 -0.527  0.12
H 0.304 -1.940 -1.457  0.36
H -0.347 -1.805 0.322  0.18
H 1.823 -1.562 0.212  0.25
H -2.671 -0.152 1.200  0.33
H 1.839 0.845 -0.084  0.31
H 0.845 2.792 0.163  0.24
N 0.243 -0.171 -0.947  -0.17
N 0.183 2.155 -0.263  -0.57
O -0.678 0.155 1.739  -0.36
S -1.427 0.067 -0.879  -0.08

## Properties
molecular weight = 118.2 g/mol
E_LUMO = 0.7 eV
highest occupied orbital energy = -9.059 eV
F_max = 4.88 eV/Å
spin multiplicity = 1
relative energy (zero: lowest compared OMol25 entry of this formula, charge and spin) = 470.6 kJ/mol